# 1
The following is a DFT calculation (wB97M-V/def2-TZVPD) of a molecular structure, C10H21AuCl2O3P in a non-equilibrium geometry.

E_LUMO (alpha / beta) in eV: 2.880 / 2.878
Total charge: -1
Relative energy (zero: lowest compared OMol25 entry of this formula, charge and spin) in eV: 0.000
HOMO-LUMO gap (alpha / beta) in eV: 7.1 / 8.1
Electronic energy in eV: -54880.5304
Multiplicity: 3

Last column: Mulliken charge in e.
Cartesian coordinates (Å):
Au: 0.24175 3.18297 0.09917  0.286
Cl: -1.18515 4.22405 -1.31477  -0.646
Cl: 1.70373 2.15678 1.48598  -0.639
C: 2.27760 -1.27822 -0.93488  -1.084
H: 3.27183 -0.85449 -1.07502  0.266
H: 2.04300 -1.80501 -0.01160  0.144
C: 0.11495 -0.31390 -1.59393  -0.948
C: 1.31478 -1.24631 -1.97483  0.984
H: -0.30307 -0.42822 -0.59132  0.522
C: 1.95785 -0.80447 -3.30640  -1.053
H: 0.94502 -2.29398 -1.97738  0.267
C: 1.88552 0.71629 -3.46527  -0.516
H: 3.01550 -1.09986 -3.31566  0.423
H: 1.44567 -1.28945 -4.14880  0.350
C: 0.45425 1.22820 -3.59547  -0.634
H: 2.34288 1.17154 -2.58137  0.256
H: 2.47340 1.03343 -4.33389  0.404
C: -0.51403 0.53657 -2.58102  -0.400
H: 0.43342 2.30599 -3.39259  0.222
H: 0.08562 1.07973 -4.61946  0.300
H: -1.08965 1.32271 -2.06428  0.182
H: -1.23560 -0.04744 -3.18127  0.308
C: 0.24273 -1.85035 2.62587  -0.526
O: -1.04355 -2.12694 2.01749  -0.288
P: -2.26782 -1.04079 1.80149  -0.186
O: -2.93980 -0.88512 3.28717  -0.284
C: -2.27295 -0.97631 4.55868  -0.591
O: -1.45700 0.38672 1.59340  0.291
C: -1.78165 1.59835 2.28220  -0.295
H: 0.99467 -2.32191 1.98042  0.169
H: 0.26642 -2.32001 3.62059  0.277
H: 0.47020 -0.77170 2.70800  0.268
H: -2.28713 -2.01538 4.91212  0.254
H: -1.24100 -0.58762 4.55215  0.276
H: -2.87621 -0.36200 5.23553  0.244
H: -2.86533 1.78870 2.30968  0.286
H: -1.34497 1.59844 3.29068  0.226
H: -1.27588 2.38903 1.69857  -0.115

=====

# 2
The following is a DFT calculation (wB97M-V/def2-TZVPD) of a molecular structure, C10H21ClNO2OsP2 in a non-equilibrium geometry.

E_LUMO (alpha / beta) in eV: -11.896 / -16.025
Total charge: +3
HOMO-LUMO gap (alpha / beta) in eV: 8.6 / 5.6
Electronic energy in eV: -49828.5756
Multiplicity: 5

Last column: Mulliken charge in e.
Cartesian coordinates (Å):
C: 0.47855 -0.21882 -3.23717  -0.859
C: 1.48481 -0.21567 -2.15766  0.405
H: 0.97588 -0.09942 -4.20482  0.393
H: -0.24539 0.59650 -3.09285  0.314
H: -0.09287 -1.15476 -3.22495  0.288
O: 2.66607 -0.30076 -2.11468  -0.170
Cl: -2.45887 -0.06129 -0.02153  -0.043
Os: -0.08730 0.00909 -0.05729  2.370
P: -0.32506 2.35219 0.21986  0.495
C: 0.96098 3.17905 1.22204  -1.266
C: -0.33912 3.19474 -1.37580  -1.203
H: -0.00605 4.23464 -1.23642  0.458
H: -1.91914 3.93612 1.20291  0.457
H: -1.35906 3.17545 -1.78385  0.388
H: -2.71911 2.45895 0.55143  0.470
H: 1.95864 2.84274 0.92013  0.407
H: 0.33848 2.68835 -2.07545  0.367
C: -1.85282 2.84384 1.10220  -1.170
H: 0.88612 4.26817 1.10176  0.518
H: -1.83570 2.37507 2.09553  0.378
H: 0.80279 2.91227 2.27492  0.394
P: -0.06663 -2.29449 0.39218  0.340
C: 1.26704 -2.85769 1.51488  -1.180
C: -1.56770 -2.86476 1.26968  -1.137
H: -0.81009 -3.12975 -1.72730  0.356
H: 0.13850 -4.36264 -0.82704  0.498
H: 0.97469 -3.00978 -1.65831  0.396
C: 0.07556 -3.30159 -1.10513  -1.227
H: -2.44693 -2.59047 0.67732  0.446
H: -1.52879 -3.95090 1.42200  0.466
H: 1.27778 -3.95425 1.55151  0.494
H: 1.06873 -2.45283 2.51432  0.400
H: -1.62012 -2.34661 2.23525  0.385
H: 2.23493 -2.48637 1.16431  0.390
C: 1.68234 0.15332 0.51417  -0.244
O: 2.77378 0.24059 0.92491  -0.186
N: -0.48252 0.12273 3.09295  -0.318
C: -0.28241 0.06904 1.93599  -0.270

=====

# 3
The following is a DFT calculation (wB97M-V/def2-TZVPD) of a molecular structure, C10H21EuN3P in a non-equilibrium geometry.

E_LUMO (alpha / beta) in eV: 0.344 / 0.203
Relative energy (zero: lowest compared OMol25 entry of this formula, charge and spin) in eV: 0.000
HOMO-LUMO gap (alpha / beta) in eV: 3.5 / 5.2
Electronic energy in eV: -43792.6775
Multiplicity: 7

Last column: Mulliken charge in e.
Cartesian coordinates (Å):
C: 0.44767 4.15197 -1.30589  -0.516
C: 1.56324 3.68625 -0.53087  -0.555
C: 2.09908 2.53030 -1.18412  -0.552
C: 1.31782 2.27302 -2.35876  -0.523
C: 0.29690 3.26668 -2.43891  -0.565
Eu: -0.42595 1.77156 -0.16610  0.358
P: -3.14960 2.87394 0.17843  -0.118
H: -0.13883 5.05377 -1.11951  0.451
H: 1.94045 4.14113 0.39023  0.364
H: 2.98928 1.96999 -0.87527  0.413
H: -0.42101 3.39144 -3.25303  0.400
H: 1.50258 1.47950 -3.08959  0.371
H: -4.19202 3.03634 -0.79004  0.060
H: -3.49440 4.02495 0.95673  0.086
H: -3.89419 1.94851 1.00174  0.060
C: 2.53486 -2.20110 -0.18215  -1.100
N: 1.25113 -2.54786 0.40255  0.100
C: 1.12586 -3.88393 0.95403  -1.111
C: 0.29298 -1.59522 0.39734  0.707
N: 0.55461 -0.41119 -0.16834  -0.489
N: -0.93642 -1.73329 0.96757  0.075
C: -1.56456 -2.90124 1.54481  -1.054
C: -1.79176 -0.55439 0.96702  -0.429
H: 3.21594 -3.04811 -0.09567  0.267
H: 2.97193 -1.33704 0.34127  0.382
H: 2.41394 -1.94997 -1.24667  0.382
H: 0.89191 -3.84962 2.02743  0.414
H: 0.38711 -4.47244 0.38919  0.360
H: 2.09929 -4.37130 0.83609  0.288
H: 1.47701 -0.38614 -0.60149  0.009
H: -1.78672 -2.69684 2.60255  0.331
H: -2.51481 -3.07699 1.01875  0.359
H: -0.96594 -3.80268 1.47912  0.349
H: -1.33682 0.25540 1.57691  -0.154
H: -2.01959 -0.22817 -0.06848  0.173
H: -2.74096 -0.80722 1.44314  0.410

=====

# 4
The following is a DFT calculation (wB97M-V/def2-TZVPD) of a molecular structure, C10H21F3IO2P2Rh in a non-equilibrium geometry.

E_LUMO (alpha / beta) in eV: -7.419 / -10.681
Total charge: +2
HOMO-LUMO gap (alpha / beta) in eV: 5.7 / 6.2
Electronic energy in eV: -52624.1642
Multiplicity: 5

Last column: Mulliken charge in e.
Cartesian coordinates (Å):
C: -1.06186 -4.90861 -2.73422  -0.975
C: -1.37163 -3.87603 -1.67045  0.460
H: -1.79244 -5.72198 -2.67692  0.344
H: -0.05523 -5.30754 -2.58113  0.335
H: -1.10751 -4.44458 -3.72336  0.335
O: -2.27833 -3.92042 -0.87619  -0.252
I: 0.06106 -2.08230 -1.62586  0.322
Rh: 0.14896 0.43833 0.19536  -0.001
P: -1.20382 1.84433 -1.14727  1.168
C: -2.59347 2.85564 -0.53007  -1.274
C: -0.19211 2.94979 -2.19180  -1.278
H: -0.74111 3.21602 -3.11125  0.463
H: -2.54518 1.10699 -3.06212  0.487
H: 0.73420 2.41796 -2.46335  0.355
H: -1.12291 0.03945 -2.64424  0.093
H: -2.23008 3.64805 0.13274  0.330
H: 0.06312 3.86722 -1.63733  0.347
C: -1.96940 0.63405 -2.25823  -0.914
H: -3.11724 3.30661 -1.38261  0.468
H: -2.59244 -0.01305 -1.63488  0.330
H: -3.28464 2.20965 0.02148  0.404
P: 1.56627 -0.43783 1.87913  1.170
C: 1.25288 -0.31719 3.67389  -1.274
C: 1.48645 -2.21109 1.51289  -0.916
H: 3.48773 0.15260 0.54576  0.355
H: 3.98750 -0.68097 2.05835  0.464
H: 3.48474 1.04776 2.10481  0.348
C: 3.30305 0.07063 1.62911  -1.279
H: 1.69547 -2.27932 0.43046  0.092
H: 2.19541 -2.79604 2.10983  0.487
H: 2.00004 -0.91514 4.21121  0.468
H: 0.25240 -0.70836 3.88613  0.404
H: 0.45235 -2.52072 1.68614  0.330
H: 1.31332 0.72420 4.00742  0.330
C: -1.01146 0.87094 1.58081  0.185
O: -1.66371 1.25096 2.46326  -0.261
F: 1.35053 2.26134 2.15643  -0.227
C: 0.96510 2.22923 0.79376  0.309
F: 0.06419 3.32059 0.75105  -0.226
F: 2.06980 2.67882 0.12126  -0.304

=====

# 5
The following is a DFT calculation (wB97M-V/def2-TZVPD) of a gas-phase ion, C10H21FN3O3 (charge +1) in a non-equilibrium geometry.

E_LUMO in eV: -5.134
Total charge: +1
SMILES: COCCCCCN/C(NF)=[NH+]\CCC(=O)O
Relative energy (zero: lowest compared OMol25 entry of this formula, charge and spin) in eV: 0.000
HOMO-LUMO gap in eV: 7.0
Electronic energy in eV: -24030.7799

Last column: Mulliken charge in e.
Cartesian coordinates (Å):
C: -3.42144 0.89371 0.46689  -0.641
O: -3.80084 0.95056 -0.88299  -0.423
C: -3.76052 -0.26950 -1.58665  -0.465
C: -2.47532 -0.47568 -2.40100  -0.877
C: -1.46612 -1.43228 -1.76871  -0.955
C: -0.53732 -0.72905 -0.74917  0.140
C: -0.46856 -1.57229 0.50723  -1.028
N: 0.49719 -1.02333 1.50239  -0.132
C: 1.78568 -1.33073 1.15008  0.193
N: 2.14684 -2.67483 0.76213  -0.280
F: 2.53515 -2.56571 -0.59397  -0.153
N: 2.68322 -0.41791 1.11227  0.023
C: 2.49468 1.00070 1.45882  -0.664
C: 3.34434 1.82660 0.47407  -0.404
C: 2.90965 3.27215 0.41689  0.334
O: 2.98628 3.94627 -0.60444  -0.518
O: 2.45634 3.74262 1.61891  -0.444
H: -2.46065 1.38089 0.61600  0.229
H: -3.38738 -0.12069 0.85386  0.248
H: -4.13584 1.43809 1.07106  0.306
H: -4.58153 -0.24677 -2.28953  0.340
H: -3.95272 -1.11852 -0.93462  0.383
H: -2.78147 -0.90606 -3.34553  0.442
H: -2.03127 0.49513 -2.56160  0.385
H: -2.02014 -2.21642 -1.26460  0.459
H: -0.83717 -1.90220 -2.51246  0.389
H: 0.44715 -0.60095 -1.18693  0.322
H: -0.96621 0.24065 -0.53743  0.125
H: -0.22998 -2.58503 0.20133  0.350
H: -1.45578 -1.59548 0.93799  0.521
H: 0.31493 -1.50218 2.38624  0.324
H: 3.02129 -2.90592 1.23194  0.331
H: 3.61600 -0.68463 0.82038  0.304
H: 1.45211 1.25403 1.42962  0.441
H: 2.91527 1.12681 2.44559  0.271
H: 4.37962 1.73266 0.77529  0.360
H: 3.18784 1.42167 -0.51447  0.408
H: 1.59671 4.15362 1.49513  0.354

=====

# 6
The following is a DFT calculation (wB97M-V/def2-TZVPD) of a molecular structure, C10H21IrN3P in a non-equilibrium geometry.

E_LUMO (alpha / beta) in eV: 0.295 / -0.777
Relative energy (zero: lowest compared OMol25 entry of this formula, charge and spin) in eV: 0.000
HOMO-LUMO gap (alpha / beta) in eV: 4.2 / 6.3
Electronic energy in eV: -27299.7465
Multiplicity: 5

Last column: Mulliken charge in e.
Cartesian coordinates (Å):
C: 0.05368 1.17428 0.95408  -0.785
C: 1.20006 1.94188 0.84367  -0.223
C: 2.22874 1.69502 -0.07546  -0.191
C: 2.14751 0.82474 -1.17343  -0.377
C: 1.02305 0.11923 -1.55187  -0.490
Ir: -0.38595 -0.20929 -0.31876  0.308
P: -2.47286 0.59349 -0.30741  -0.170
H: -0.62834 1.41010 1.78746  0.409
H: 1.32857 2.76164 1.55355  0.291
H: 3.16101 2.23744 0.06361  0.317
H: 1.08666 -0.29910 -2.57736  0.198
H: 3.04966 0.66271 -1.77510  0.265
H: -3.29417 0.35491 -1.45029  0.037
H: -2.77993 1.96949 -0.03755  0.110
H: -3.24993 -0.02619 0.72659  0.023
C: -0.57676 -3.98619 2.20606  -1.132
N: -1.15316 -4.15409 0.88172  0.084
C: -1.82964 -5.41882 0.67518  -1.123
C: -1.08048 -3.13952 -0.00818  0.895
N: -0.51079 -2.02086 0.44937  -0.787
N: -1.52435 -3.20389 -1.28684  0.136
C: -2.37213 -4.21860 -1.89629  -1.006
C: -1.37751 -2.05261 -2.15204  -1.008
H: -0.94593 -4.80562 2.82631  0.291
H: -0.89727 -3.03956 2.67712  0.407
H: 0.52449 -4.04521 2.16513  0.345
H: -2.89956 -5.24633 0.48442  0.427
H: -1.35488 -6.02677 -0.10679  0.333
H: -1.73524 -5.97615 1.60886  0.323
H: -0.08941 -2.12803 1.37463  0.160
H: -3.40139 -3.84585 -1.96496  0.324
H: -1.98700 -4.41262 -2.90489  0.311
H: -2.37240 -5.17046 -1.38917  0.375
H: -2.29237 -1.43119 -2.15733  0.212
H: -0.48111 -1.47387 -1.84526  0.302
H: -1.17179 -2.41880 -3.17789  0.409